# 1
Density functional theory data (ωB97M-V with the def2-TZVPD basis set) for a molecular structure, C34H24N3O5PSTi.

The value obtained for the lowest unoccupied orbital energy is -8.328 eV. As for the total energy: -3439.08904 Ha. The HOMO energy is -12.8 eV. As for the relative energy (zero: lowest compared OMol25 entry of this formula, charge and spin): 0.590 eV.

ORCA input file:
```
! RIJCOSX wB97M-V def2-TZVPD def2/J DEFGRID3
* xyz 2 1
C 2.07275 0.75560 -5.27344
C 0.05134 2.11908 -0.50859
C -1.04409 -2.68077 1.04908
P 0.08221 0.43328 -1.11562
H 0.17855 5.80058 0.62467
C -1.55941 -0.24829 -1.33056
C -3.05131 -1.72379 -2.50587
C -2.13108 -1.10845 2.73677
C 2.67358 -0.05081 -4.30807
C -2.09618 -3.55183 0.83383
H -5.02895 -1.88033 -1.69920
C -0.73965 0.71255 3.50433
C 3.76449 -0.04499 2.05217
H 4.37022 -0.77535 1.52825
C 0.87648 0.50396 -2.75324
C 1.63712 0.71050 2.58875
O 1.67979 -2.07515 -1.34989
Ti 1.37472 -1.14700 0.37463
C 0.14557 4.76969 0.30297
H -3.24651 -2.39614 -3.32930
H -3.04403 -1.67117 2.88134
H -1.91963 4.85801 -0.26876
C -1.08855 2.91856 -0.60871
C -3.10514 0.51054 4.44263
H 2.52923 0.85754 -6.24737
H 5.41960 1.05034 2.83663
N -0.03908 -0.67265 1.70935
C -4.05194 -1.43426 -1.58802
H 1.47213 2.52953 3.70357
H -0.60043 1.48145 4.25320
C 1.28960 3.98440 0.37469
H 3.94961 2.78077 3.88885
H -0.61118 1.85212 -3.52278
H 2.21621 4.40615 0.73582
H -0.27628 -6.02297 -0.59893
C 2.14350 1.81626 3.24920
C -1.82726 -4.77394 0.23338
O -4.18900 -0.01472 4.16433
C 0.90009 1.42668 -4.98374
H 1.47630 -4.29455 -0.30597
H 0.44000 2.05600 -5.73290
C 0.46176 -4.12313 0.03374
C 0.30202 1.30821 -3.72981
O 2.90823 -0.30344 -0.59296
C -3.80818 -0.56550 -0.53181
C -1.96221 0.02583 3.53401
H -2.01316 2.52899 -1.01477
C 4.34381 0.99067 2.76417
C -1.03592 4.24024 -0.19547
N 2.43546 -0.19844 1.97477
H -3.09084 -3.29212 1.16173
C -1.14808 -1.43390 1.82913
C 0.20820 0.33451 2.58142
H -2.62378 -5.48662 0.07331
N 0.21782 -2.94711 0.62545
C 2.06556 -0.15974 -3.07153
C -2.56300 0.02343 -0.39667
O 3.98313 -1.79890 -2.27173
S 2.79946 -1.15927 -1.85512
C -0.52759 -5.07515 -0.14785
O -2.75235 1.36927 5.25325
H 3.59263 -0.57986 -4.51303
H -2.38596 0.69529 0.43366
C 3.52056 1.94637 3.35098
H -4.58564 -0.33969 0.18397
C -1.80370 -1.13558 -2.38203
H 2.15505 2.06596 0.00626
H -1.03390 -1.35856 -3.11051
C 1.24724 2.66178 -0.02999
*
```

For each atom in turn, the Mulliken charge in e is:
1 C -0.708
2 C 0.866
3 C 0.878
4 P 2.881
5 H 0.452
6 C 0.705
7 C -0.872
8 C -0.113
9 C -0.496
10 C -0.644
11 H 0.487
12 C -1.003
13 C -0.098
14 H 0.450
15 C -0.751
16 C 0.763
17 O -0.547
18 Ti 0.119
19 C -0.716
20 H 0.499
21 H 0.649
22 H 0.486
23 C -0.586
24 C 0.349
25 H 0.456
26 H 0.475
27 N 0.634
28 C -0.791
29 H 0.548
30 H 0.623
31 C -0.671
32 H 0.522
33 H 0.512
34 H 0.526
35 H 0.471
36 C -0.779
37 C -0.643
38 O -0.672
39 C -0.763
40 H 0.511
41 H 0.475
42 C -0.101
43 C -0.437
44 O -0.576
45 C -1.081
46 C -0.337
47 H 0.506
48 C -0.876
49 C -0.804
50 N 0.262
51 H 0.550
52 C -0.633
53 C 0.424
54 H 0.528
55 N 0.305
56 C 0.845
57 C -0.554
58 O -0.629
59 S 1.304
60 C -0.927
61 O -0.676
62 H 0.590
63 H 0.734
64 C -0.542
65 H 0.551
66 C -0.973
67 H 0.431
68 H 0.485
69 C -0.853


# 2
Density functional theory data (ωB97M-V with the def2-TZVPD basis set) for a molecular structure, C18H31GeN3O2Ru at a distorted geometry.

The value obtained for the lowest unoccupied orbital energy is -8.150 eV. As for the total energy: -3190.36272 Ha. The HOMO energy is -16.0 eV. As for the relative energy (zero: lowest compared OMol25 entry of this formula, charge and spin): 0.000 eV.

ORCA input file:
```
! RIJCOSX wB97M-V def2-TZVPD def2/J DEFGRID3
* xyz 2 1
Ge 0.59123 -0.05023 3.31816
H -1.31960 2.19893 7.47049
H 0.17232 3.13257 7.47000
N 0.75778 0.30848 -1.33056
C -5.37580 1.05472 0.08335
C -0.26827 2.17555 7.18884
C -2.22786 -1.39041 -1.09763
C -0.81011 -2.33516 7.23336
H 0.10841 0.61107 -2.05747
N -1.99932 -0.34664 -0.27545
H 2.47490 3.26986 -1.22237
H -0.84750 -2.86760 5.13974
H 2.64139 0.80452 -0.58164
C -3.03221 0.42712 0.08918
H -0.44836 -1.53268 7.87807
C -3.48782 -1.68683 -1.57553
H 1.40266 -1.04692 6.13351
C 1.35809 -1.70676 4.05808
C 1.60676 2.64730 -1.00789
H 2.52526 1.52671 3.43705
H 0.22320 1.39738 7.77524
H -2.82260 1.26434 0.74572
C -0.47726 -2.05541 5.77396
H -3.62251 -2.53726 -2.22833
H -0.85744 0.01098 2.67608
H -0.34538 -3.26445 7.56376
H 1.87868 2.79436 5.50018
O 1.55088 3.87754 1.06102
C -4.32347 0.18805 -0.35452
C 1.21642 2.92453 0.43728
H 1.06968 -0.62200 -1.60338
Ru -0.18374 0.27617 0.50176
C 1.95356 1.20371 -1.32745
H 1.48165 -1.69927 0.49152
C 1.48507 1.62537 3.75780
H 1.54810 -2.77075 5.89274
H -1.88419 -2.42863 7.38470
H 1.02217 -2.58322 3.50979
H -0.59629 0.97884 5.43152
C -4.55956 -0.89128 -1.20385
H 2.42971 -1.58080 3.87346
O 0.35007 2.02017 1.02300
H 0.80106 3.01423 -1.65264
C 1.01857 -1.88151 5.54313
H -5.56075 -1.09828 -1.55775
N -6.20548 1.75537 0.45380
C -0.09319 1.93140 5.69778
H -1.37202 -1.99639 -1.35562
C 1.36406 1.86037 5.26566
H 1.02202 2.43122 3.19285
H -0.60497 2.70566 5.11908
H 2.44628 1.13090 -2.29771
H 0.12452 -1.98352 1.69586
H 1.88409 1.08027 5.82748
C 0.55618 -1.32725 0.93982
H -1.01415 -1.15003 5.45022
*
```

For each atom in turn, the Mulliken charge in e is:
1 Ge 0.463
2 H 0.392
3 H 0.393
4 N -0.429
5 C -0.280
6 C -1.495
7 C -0.297
8 C -1.415
9 H 0.342
10 N 0.125
11 H 0.355
12 H 0.292
13 H 0.313
14 C 0.008
15 H 0.299
16 C -0.845
17 H 0.093
18 C -0.720
19 C -0.767
20 H 0.617
21 H 0.306
22 H 0.654
23 C -0.133
24 H 0.441
25 H 0.021
26 H 0.361
27 H 0.504
28 O -0.481
29 C -0.011
30 C 0.594
31 H 0.333
32 Ru 0.709
33 C -0.495
34 H 0.248
35 C -0.670
36 H 0.495
37 H 0.387
38 H 0.518
39 H 0.041
40 C -0.057
41 H 0.507
42 O -0.607
43 H 0.297
44 C -0.538
45 H 0.556
46 N -0.326
47 C 0.132
48 H 0.434
49 C -0.840
50 H 0.316
51 H 0.335
52 H 0.436
53 H 0.616
54 H 0.204
55 C -0.969
56 H 0.239


# 3
Density functional theory data (ωB97M-V with the def2-TZVPD basis set) for a gas-phase ion, C2H3N2O2 (charge -1) at a distorted geometry.

The value obtained for the lowest unoccupied orbital energy (alpha / beta) is 4.423 / 4.452 eV. As for the total energy: -337.82849 Ha. The HOMO energy (alpha / beta) is -1.8 / -1.9 eV. As for the relative energy (zero: lowest compared OMol25 entry of this formula, charge and spin): 4.922 eV.

ORCA input file:
```
! RIJCOSX wB97M-V def2-TZVPD def2/J DEFGRID3
* xyz -1 1
H 0.79715 1.20650 0.62740
H 0.06234 -0.21874 -1.04049
N -1.20354 1.91989 0.28588
N -1.94066 -0.39546 -0.21190
C -0.54236 -0.31011 -0.16844
H -0.25790 -1.05822 0.57224
O -2.43199 0.70320 -0.52425
C -0.26866 1.14663 0.34643
O -2.40510 -1.31303 0.55379
*
```

For each atom in turn, the Mulliken charge in e is:
1 H 0.292
2 H 0.218
3 N -0.668
4 N 0.553
5 C -0.628
6 H 0.417
7 O -0.433
8 C -0.017
9 O -0.733


# 4
Density functional theory data (ωB97M-V with the def2-TZVPD basis set) for 2 unconnected molecules or ions with the total composition CH5N3O3S at a distorted geometry.

The value obtained for the lowest unoccupied orbital energy is 0.647 eV. As for the total energy: -829.18949 Ha. The HOMO energy is -9.3 eV. As for the relative energy (zero: lowest compared OMol25 entry of this formula, charge and spin): 1.762 eV.

ORCA input file:
```
! RIJCOSX wB97M-V def2-TZVPD def2/J DEFGRID3
* xyz 0 1
H 2.36286 2.25312 1.07120
N -1.25280 -1.02644 -1.13987
O 1.44556 -1.39155 -0.61588
S -1.12109 -0.99134 0.61012
H -1.01331 -1.96677 -1.42353
N 2.24901 0.67382 0.04460
H -0.56190 -0.55606 -1.52369
C 1.68939 -0.33469 -0.21950
H -3.16570 -0.08968 0.91353
O -2.77514 -0.90555 0.90144
N 1.90605 1.98031 0.18002
O -0.64201 0.33253 0.84730
H 0.87909 2.02231 0.35426
*
```

For each atom in turn, the Mulliken charge in e is:
1 H 0.273
2 N -0.581
3 O -0.465
4 S 0.674
5 H 0.300
6 N -0.098
7 H 0.315
8 C 0.556
9 H 0.290
10 O -0.440
11 N -0.573
12 O -0.570
13 H 0.319


# 5
Density functional theory data (ωB97M-V with the def2-TZVPD basis set) for a molecular structure, C32H41N4O3SiTa at a distorted geometry.

The value obtained for the lowest unoccupied orbital energy is -6.744 eV. As for the total energy: -2034.78756 Ha. The HOMO energy is -14.3 eV. As for the relative energy (zero: lowest compared OMol25 entry of this formula, charge and spin): 0.667 eV.

ORCA input file:
```
! RIJCOSX wB97M-V def2-TZVPD def2/J DEFGRID3
* xyz 2 1
H 0.91477 3.08143 1.92140
H -1.09123 -1.80057 6.39720
N -0.95283 2.13843 1.57500
C 1.27357 -4.68837 -2.11960
H 2.81817 -0.13487 5.58870
C 2.31207 1.81373 -1.39360
C 0.90357 -0.88787 3.09400
O 1.47227 1.34813 -0.48640
H -2.27843 3.50333 -2.32630
H -2.91423 2.40223 -0.25540
H -3.30223 -1.67207 1.60700
N -1.46453 -1.36027 0.65570
H 1.34117 0.79553 5.72430
H -3.84603 0.46723 2.20570
H 2.37697 3.88873 -4.07600
H -0.15983 -6.28527 -2.07230
C 0.84197 -0.39747 1.98810
H 0.45357 4.36043 -2.69340
C -1.13973 -1.05977 -4.71310
H -0.23583 3.23013 3.26070
C -0.85263 -4.56267 -1.02500
C -0.59143 -3.23927 -0.63210
H -1.94373 -1.24137 2.66360
H 4.61857 2.90923 -4.29160
H 2.15797 0.00453 -3.16670
O 0.86697 -1.38787 -0.68580
C -2.24093 -0.29777 -2.55790
Ta 0.21447 0.18293 0.02460
C 4.43477 1.70613 -2.53230
C 1.77027 -0.19287 5.86470
C 0.01047 -1.20257 -5.47200
H -1.50103 -0.61957 5.18390
H -3.06983 0.73123 0.65800
H -1.57103 1.36873 -1.79530
H -0.04023 -1.60337 -6.47210
H -2.59433 2.17863 2.90470
C 2.71817 3.16683 -3.35320
C -1.03223 -0.52047 -3.43720
C 0.63637 -2.63577 -1.01980
Si 0.85647 -1.52527 4.87200
H 2.67907 -3.22007 4.61410
C 1.23237 -0.30117 -3.63690
C -1.63763 3.68823 -1.45700
H -1.54823 -2.33637 4.80400
H 3.94867 0.60113 -0.74510
H 1.72607 -0.41797 6.92500
H -1.38953 4.75493 -1.46290
C 3.97927 2.62023 -3.47450
C -0.99653 -1.56957 5.34040
H -1.78753 -5.01797 -0.73190
C 1.22427 -0.81497 -4.92150
H 1.13247 -3.93297 4.20630
C 1.56257 -3.38967 -1.74990
H 2.14387 -0.89707 -5.47870
C -2.88633 0.43703 1.68790
O -1.93213 0.52843 -1.44310
C 0.14237 2.55903 2.48390
H -1.41963 0.89003 3.19240
C 1.63067 -3.25237 4.88980
N -0.43103 2.88483 -1.55730
C -2.42343 -1.02107 1.70160
H -2.32263 -3.22307 0.60260
H -2.10093 -1.34957 -5.10400
H 1.99447 -5.25607 -2.68630
H 1.57007 -3.68557 5.88260
H 0.59427 1.69233 2.95920
H -0.67883 4.07543 0.81660
H -3.05333 0.15813 -3.13950
H -2.06523 3.90163 1.88150
H -2.60703 -1.25077 -2.15990
C -1.51663 3.41993 1.06130
C 0.05927 -5.27337 -1.77150
C 3.61637 1.31423 -1.48810
N 0.12997 -0.14117 -2.90940
C -1.52013 -2.57717 0.23110
C 0.55137 3.38643 -2.20020
H 2.51267 -2.94077 -1.99390
H 5.42707 1.29123 -2.61610
C 1.85847 2.77953 -2.32220
C -1.96313 1.43013 2.41140
H -3.19033 4.12873 -0.07650
C -2.41573 3.36503 -0.17770
*
```

For each atom in turn, the Mulliken charge in e is:
1 H 0.256
2 H 0.454
3 N 0.354
4 C -0.626
5 H 0.351
6 C -0.302
7 C -0.009
8 O -0.143
9 H 0.269
10 H 0.145
11 H 0.883
12 N 0.125
13 H 0.328
14 H 0.610
15 H 0.519
16 H 0.455
17 C -0.102
18 H 0.422
19 C -1.074
20 H 0.458
21 C -0.942
22 C 0.719
23 H -0.268
24 H 0.464
25 H 0.473
26 O 0.354
27 C -1.143
28 Ta 1.929
29 C -0.614
30 C -1.052
31 C -0.562
32 H 0.336
33 H -0.186
34 H -0.191
35 H 0.461
36 H 0.492
37 C -0.808
38 C 0.718
39 C 0.507
40 Si -0.007
41 H 0.338
42 C -0.210
43 C -1.359
44 H 0.313
45 H 0.514
46 H 0.376
47 H 0.539
48 C -0.859
49 C -1.044
50 H 0.471
51 C -0.998
52 H 0.328
53 C -0.594
54 H 0.534
55 C -0.665
56 O -0.297
57 C -1.098
58 H 0.567
59 C -1.030
60 N 0.300
61 C -0.737
62 H 0.393
63 H 0.576
64 H 0.484
65 H 0.358
66 H 0.282
67 H 0.704
68 H 0.624
69 H 0.452
70 H 0.354
71 C -1.585
72 C -0.807
73 C -0.630
74 N 0.442
75 C -0.235
76 C -0.677
77 H 0.538
78 H 0.480
79 C 1.307
80 C -0.975
81 H 0.445
82 C 0.031


# 6
Density functional theory data (ωB97M-V with the def2-TZVPD basis set) for C5H10O in the gas phase.

As for the SMILES: COC1CCC1. The value obtained for the lowest unoccupied orbital energy is 1.188 eV. As for the total energy: -271.70263 Ha. The HOMO energy is -9.6 eV. As for the relative energy (zero: lowest compared OMol25 entry of this formula, charge and spin): 1.360 eV.

ORCA input file:
```
! RIJCOSX wB97M-V def2-TZVPD def2/J DEFGRID3
* xyz 0 1
H -0.91142 1.36757 1.31234
C -1.98497 0.16205 -0.17150
H -0.92434 -1.80151 -0.64002
H -0.92574 -1.29495 1.07463
H 0.44915 0.25323 -1.18253
H -0.88804 2.16344 -0.28769
H -2.27054 0.25925 -1.22442
H -2.89099 0.11001 0.43689
C 2.44353 -0.34708 0.07704
H 2.77564 0.32552 -0.72835
H 2.31007 -1.35154 -0.34887
O 1.28010 0.13401 0.70299
H 3.22538 -0.39436 0.83840
C 0.15136 0.15621 -0.12705
C -0.91447 1.20046 0.23048
C -0.92470 -0.94230 0.03764
*
```

For each atom in turn, the Mulliken charge in e is:
1 H 0.240
2 C -0.466
3 H 0.310
4 H 0.251
5 H 0.300
6 H 0.293
7 H 0.237
8 H 0.304
9 C -0.719
10 H 0.295
11 H 0.307
12 O -0.396
13 H 0.251
14 C 0.183
15 C -0.675
16 C -0.714


# 7
Density functional theory data (ωB97M-V with the def2-TZVPD basis set) for C19H18N4O3S in the gas phase at a distorted geometry.

As for the SMILES: COc1cc(-c2nn3c(Cc4ccccc4)nnc3s2)cc(OC)c1OC. The value obtained for the lowest unoccupied orbital energy is 0.056 eV. As for the total energy: -1577.67932 Ha. The HOMO energy is -8.1 eV. As for the relative energy (zero: lowest compared OMol25 entry of this formula, charge and spin): 4.004 eV.

ORCA input file:
```
! RIJCOSX wB97M-V def2-TZVPD def2/J DEFGRID3
* xyz 0 1
S -1.70971 1.78928 -2.57899
H 1.69195 -1.63868 1.79267
C 2.09264 2.33854 1.23485
C -1.99910 -3.13215 0.51231
C -3.46873 -1.47101 -2.17644
C 0.52287 0.60195 0.64809
H 3.03506 2.11679 3.81495
C -2.79281 0.47527 -2.83924
C 1.55294 3.14107 0.20025
N -4.13379 -1.11477 -3.24374
C 1.56300 1.05229 1.44679
H 0.10439 3.28147 -1.37754
C -0.74109 -3.45038 0.99424
C 0.52021 2.67534 -0.58956
H 0.09625 -0.37730 0.77990
N -1.64444 -0.24600 -0.95667
C -0.00098 1.40226 -0.36480
N -2.58708 -0.47972 -1.86740
H 1.26525 -4.00467 0.48965
H 2.26513 6.12766 -0.84702
C -2.24877 -3.12455 -0.85211
H 4.46653 3.06886 3.34766
C 1.58110 -0.99677 2.67138
C 3.73674 2.33439 3.00744
H 0.83775 -3.98603 -1.94008
C 0.28279 -3.75591 0.11477
O 2.13308 4.36207 0.07463
H -2.79247 -2.88626 1.20368
H -4.30628 -2.57896 -0.57845
H -4.00064 -3.49499 -2.06145
N -3.72466 0.09604 -3.66452
O 3.09729 2.94440 1.90893
H 0.52626 -0.95341 2.95861
C -3.59598 -2.72955 -1.39642
H 1.79442 4.79389 -1.92898
C -1.21619 -3.43633 -1.72873
C 1.66160 5.22571 -0.93187
H 0.60733 5.48069 -0.78364
H 4.25107 1.41588 2.71872
C 0.04232 -3.74829 -1.24914
H 2.16475 -1.40415 3.49582
H -0.55983 -3.45893 2.05971
C -1.07449 0.88615 -1.16988
H -1.40405 -3.42999 -2.79343
O 2.10836 0.28877 2.44503
*
```

For each atom in turn, the Mulliken charge in e is:
1 S -0.310
2 H 0.286
3 C 0.652
4 C -0.200
5 C 0.956
6 C -0.838
7 H 0.285
8 C 0.211
9 C 0.505
10 N -0.538
11 C 1.331
12 H 0.518
13 C -0.685
14 C -1.070
15 H 0.743
16 N -0.781
17 C -0.162
18 N 0.567
19 H 0.450
20 H 0.224
21 C 0.284
22 H 0.288
23 C -0.873
24 C -0.790
25 H 0.417
26 C -0.418
27 O -0.435
28 H 0.310
29 H 0.319
30 H 0.337
31 N -0.691
32 O -0.485
33 H 0.348
34 C -0.894
35 H 0.365
36 C 0.001
37 C -0.937
38 H 0.364
39 H 0.267
40 C -0.756
41 H 0.319
42 H 0.450
43 C 0.139
44 H 0.415
45 O -0.490